Formula: C34H36CoN6O4SSi
Source: the Open Molecules 2025 dataset
Level of theory: ωB97M-V/def2-TZVPD

Structure (XYZ):
```
83
Properties=species:S:1:pos:R:3:forces:R:3:mulliken_spin:R:1
Co 0.000 -0.363 0.268 -0.1 -0.2 0.0 2.79
C 4.343 -0.604 -0.589 0.0 0.0 0.0 -0.03
C 3.001 -0.905 -0.311 0.0 0.0 0.0 0.01
N 2.057 0.015 -0.256 0.0 0.0 0.1 0.03
C 2.386 1.304 -0.494 0.1 0.0 0.0 0.07
C 3.693 1.696 -0.814 0.0 0.0 0.0 -0.05
C 4.688 0.696 -0.843 0.0 0.0 0.0 0.03
C 3.948 3.059 -1.123 0.0 0.0 0.0 0.24
C 2.918 3.970 -1.149 0.0 0.0 0.0 -0.07
C 1.612 3.594 -0.830 0.0 0.1 0.0 0.26
C 1.317 2.278 -0.441 0.0 0.0 0.0 -0.03
N 0.138 1.768 -0.073 0.1 0.2 0.0 0.39
C -1.060 2.435 -0.005 -0.1 0.0 0.0 -0.01
C -1.296 3.740 0.389 0.0 0.0 0.0 0.14
C -2.605 4.254 0.395 0.0 0.0 0.0 -0.05
C -3.666 3.491 -0.012 0.0 0.1 0.0 0.13
C -3.471 2.142 -0.398 0.0 0.0 0.0 -0.03
C -4.510 1.291 -0.844 0.0 0.0 0.0 0.02
C -4.222 0.001 -1.186 0.0 0.0 0.0 -0.02
C -2.900 -0.463 -1.042 0.0 0.0 0.0 -0.01
N -1.913 0.303 -0.639 0.1 0.0 0.1 0.05
C -2.177 1.604 -0.346 0.0 0.0 0.0 0.02
H 5.073 -1.400 -0.613 0.0 0.0 0.0 0.00
H 2.684 -1.925 -0.132 0.0 0.0 0.0 0.00
H 5.709 0.967 -1.079 0.0 0.0 0.0 0.00
H 4.958 3.360 -1.371 0.0 0.0 0.0 0.00
H 3.114 4.995 -1.431 0.0 0.0 0.0 0.00
H 0.820 4.323 -0.915 0.0 0.0 0.0 0.00
H -0.485 4.361 0.741 0.0 0.0 0.0 0.00
H -2.765 5.273 0.719 0.0 0.0 0.0 0.00
H -4.667 3.904 -0.031 0.0 0.0 0.0 0.00
H -5.520 1.675 -0.913 0.0 0.0 0.0 0.00
H -4.985 -0.678 -1.538 0.0 0.0 0.0 0.00
H -2.657 -1.501 -1.238 0.0 0.0 0.0 0.00
C 0.288 -3.572 -1.412 0.0 0.0 0.1 0.01
Si -0.218 -2.804 0.258 0.1 -0.1 -0.1 0.07
C 0.937 -3.580 1.573 0.0 0.1 0.0 0.01
C -1.920 -3.562 0.662 0.0 0.0 0.0 -0.01
C -3.004 -2.819 1.135 0.0 0.1 0.0 -0.01
C -4.221 -3.407 1.456 0.0 0.0 0.0 0.01
C -4.383 -4.775 1.304 0.0 0.0 0.0 0.00
C -3.324 -5.541 0.834 -0.1 0.0 0.0 0.00
C -2.116 -4.940 0.520 0.1 0.0 0.0 0.00
H 0.419 -4.655 -1.346 0.0 0.0 0.0 0.00
H 1.224 -3.155 -1.792 0.0 0.0 0.0 0.00
H -0.473 -3.381 -2.173 0.0 0.0 0.0 0.00
H 1.121 -4.638 1.374 0.0 0.0 0.0 0.00
H 0.477 -3.513 2.562 0.0 0.0 0.0 0.00
H 1.911 -3.085 1.645 0.0 0.0 0.0 0.00
H -2.908 -1.742 1.253 0.0 0.0 0.0 0.00
H -5.038 -2.801 1.827 0.0 0.0 0.0 0.00
H -5.327 -5.243 1.551 0.0 0.0 0.0 0.00
H -3.443 -6.611 0.714 0.0 0.0 0.0 0.00
H -1.304 -5.563 0.159 0.0 0.0 0.0 0.00
C 2.589 2.427 10.046 0.0 0.0 0.0 0.00
C 1.668 1.788 9.017 -0.1 -0.1 0.0 0.00
S 1.606 2.788 7.547 -0.1 0.0 -0.1 0.00
O 0.888 3.998 7.836 0.0 0.0 0.0 0.00
O 2.926 2.851 6.968 0.0 0.0 0.0 0.00
C 0.594 1.855 6.398 0.0 0.0 0.1 0.00
C 1.364 0.721 5.743 0.0 0.0 0.0 0.00
N 0.650 0.211 4.568 0.0 0.0 -0.1 0.00
C 0.886 0.595 3.295 0.1 0.0 0.0 0.00
N 0.110 -0.065 2.441 -0.2 -0.1 -0.1 0.03
C -0.670 -0.903 3.187 0.1 0.0 0.1 0.01
C -0.360 -0.728 4.497 0.0 0.0 -0.1 0.00
N -0.967 -1.376 5.622 0.0 0.0 0.0 0.00
O -1.790 -2.226 5.373 0.0 0.0 0.0 0.00
O -0.628 -1.022 6.740 0.1 0.1 0.0 0.00
C 1.904 1.606 2.904 0.0 0.0 0.0 0.01
H 2.625 1.796 10.933 0.0 0.0 0.0 0.00
H 2.221 3.409 10.337 0.0 0.0 0.0 0.00
H 3.598 2.530 9.652 0.0 0.0 0.0 0.00
H 0.642 1.709 9.379 0.0 0.0 0.0 0.00
H 2.017 0.798 8.718 0.0 0.0 0.0 0.00
H 0.289 2.602 5.662 0.0 0.0 0.0 0.00
H -0.297 1.500 6.915 0.0 0.0 0.0 0.00
H 1.526 -0.105 6.428 0.0 0.0 0.0 0.00
H 2.335 1.071 5.407 0.0 0.0 0.0 0.00
H -1.385 -1.587 2.761 0.0 0.0 0.0 -0.02
H 2.164 2.273 3.723 0.0 0.0 0.0 0.00
H 1.510 2.210 2.091 0.0 0.0 0.0 0.00
H 2.817 1.117 2.559 0.0 0.0 0.0 0.00
```
Forces are in eV/Å.

Results
- Energy above the lowest of the compared OMol25 structures with the same formula, charge and spin: 0.255 eV
- Frontier orbital gap (spin up / spin down): 0.22762 / 0.18634 hartree
- Spin multiplicity: 5
- Maximum force: 0.24 eV Å⁻¹
- Net charge: +1